The following is a quantum chemistry calculation of a single C14H21N5O2S2 molecule, from OMol25.

The geometry in XYZ format:
```
44
Properties=species:S:1:pos:R:3
C 5.06936 1.56639 2.03700
O 4.54364 1.87902 0.76950
C 3.14588 1.93910 0.70349
C 2.48117 0.54589 0.68387
N 1.05361 0.65883 0.57165
C 0.38114 0.92440 -0.58717
S 1.16638 1.08494 -2.12875
C -0.25206 1.62291 -3.14333
C -1.09212 0.45136 -3.61854
O -1.03319 0.01947 -4.75072
N -1.91470 -0.05635 -2.66915
C -2.73420 -1.12432 -2.92218
N -3.50390 -1.65325 -2.03630
C -4.21467 -2.69506 -2.55126
C -5.16520 -3.42973 -1.66998
C -3.96462 -2.95131 -3.86265
S -2.79197 -1.85724 -4.50773
N -0.90298 1.02871 -0.35960
N -1.09375 0.83576 0.95415
C 0.05702 0.61711 1.52049
C 0.17311 0.31533 2.97623
C 1.09915 1.27933 3.71998
C 0.57256 -1.14529 3.20620
H 4.86958 0.52825 2.32541
H 4.66969 2.23619 2.80811
H 6.14526 1.70807 1.96086
H 2.73988 2.52860 1.53966
H 2.91872 2.45226 -0.23475
H 2.72195 -0.00577 1.59248
H 2.85971 -0.01002 -0.17949
H 0.18854 2.12114 -4.00608
H -0.83444 2.31722 -2.54001
H -1.88529 0.32193 -1.71008
H -4.63274 -3.84324 -0.81562
H -5.92116 -2.74438 -1.29142
H -5.64788 -4.23303 -2.21911
H -4.39637 -3.71160 -4.48052
H -0.84362 0.45235 3.35890
H 0.84398 2.30996 3.48317
H 2.14365 1.10777 3.47291
H 0.98190 1.13760 4.79170
H 1.58358 -1.34828 2.85980
H -0.11072 -1.80781 2.68072
H 0.52609 -1.37319 4.26819
```

Computed properties:
relative energy (zero: lowest compared OMol25 entry of this formula, charge and spin)	0.0	kcal/mol
2S+1	1
SMILES	COCCn1c(SCC(=O)Nc2nc(C)cs2)nnc1C(C)C
frontier orbital gap	8.52	eV
DFT total energy	-48075.0241	eV
LUMO	0.0196	Eh